Density functional theory data (ωB97M-V/def2-TZVPD) for a 2-piece molecular cluster, C6H20ClNOSSi2 overall.

The geometry in XYZ format:
```
32
Properties=species:S:1:pos:R:3:forces:R:3:mulliken_charge:R:1
O -1.485225 0.564838 4.537515 0.41 -0.20 -0.81 -0.312
S -2.893749 1.147206 4.800821 -0.72 -0.63 0.46 0.419
Cl -4.138029 -0.240543 3.915157 0.43 0.93 0.15 0.024
H -1.340460 0.417808 3.564634 0.55 -0.10 0.18 0.398
H -2.887385 2.197042 3.949778 -0.36 -0.10 -0.55 0.313
C -0.269082 2.780223 0.370761 -0.01 0.33 -0.10 -0.958
Si 0.292092 1.362340 -0.744285 -0.27 -0.78 0.72 0.089
C 2.056240 1.770667 -1.281916 -0.06 0.21 -0.13 -1.025
C -0.802536 1.421526 -2.284513 0.12 0.31 -0.08 -1.022
N 0.139460 -0.055919 0.163167 0.15 0.14 -0.25 0.041
Si 0.494972 -1.625945 -0.344845 -0.31 0.68 0.43 0.066
C 2.310992 -1.869734 -0.808219 -0.03 -0.27 -0.08 -1.017
C -0.552282 -2.206021 -1.809049 0.17 -0.30 -0.01 -1.013
C 0.133594 -2.813109 1.080164 0.07 -0.22 -0.13 -1.000
H -0.210587 3.749758 -0.132871 -0.05 0.05 0.07 0.276
H -1.307762 2.614757 0.675418 -0.01 -0.01 0.01 0.150
H 0.360227 2.824184 1.263822 0.00 -0.04 0.02 0.238
H 2.123259 2.806579 -1.631098 0.02 -0.01 -0.01 0.339
H 2.384746 1.128991 -2.102035 0.02 -0.05 0.03 0.300
H 2.751768 1.649878 -0.450174 0.01 -0.04 0.02 0.269
H -1.817789 1.098265 -2.048454 -0.01 -0.05 0.01 0.259
H -0.413962 0.782082 -3.080000 -0.03 -0.06 0.02 0.296
H -0.857438 2.440602 -2.683080 -0.02 -0.02 -0.04 0.346
H 2.554174 -1.390653 -1.759157 0.00 0.06 0.02 0.297
H 2.541519 -2.935397 -0.910593 0.04 0.00 -0.02 0.341
H 2.964144 -1.456256 -0.038248 0.00 0.04 0.01 0.264
H -1.607669 -1.986700 -1.638133 -0.02 0.04 0.00 0.258
H -0.451730 -3.287266 -1.952769 -0.03 0.00 -0.05 0.342
H -0.247832 -1.723919 -2.740774 -0.03 0.05 0.01 0.296
H -0.918635 -2.753101 1.369551 -0.03 0.02 0.00 0.218
H 0.745750 -2.563395 1.949628 0.01 0.03 0.02 0.243
H 0.349215 -3.848790 0.799797 -0.03 -0.03 0.08 0.264
```
Forces are in eV/Å.

Total charge ... 0
E_HOMO ... -0.228 hartree
HOMO-LUMO gap ... 2.45 eV

***

Density functional theory data (ωB97M-V/def2-TZVPD) for a 2-piece molecular cluster, C5H10N2O2 overall.

The geometry in XYZ format:
```
19
Properties=species:S:1:pos:R:3:forces:R:3:mulliken_charge:R:1
C 1.454306 1.409583 -0.334529 0.20 -0.24 -0.32 -0.811
C 0.709481 -0.677945 2.032512 1.59 -0.30 0.27 0.108
O 0.189866 1.189461 0.257183 -1.25 -2.02 -1.28 -0.364
O 1.865920 -1.038579 2.137802 -1.00 0.40 -0.13 -0.507
H 0.284553 0.106695 2.673499 -0.06 -0.18 -0.11 0.391
H 2.092761 1.929721 0.385680 -0.35 0.06 0.00 0.270
H 1.355675 2.002497 -1.251273 0.02 0.00 0.09 0.365
H 1.987422 0.483220 -0.582814 -0.19 -0.08 -0.01 0.316
C -0.861305 0.490111 -0.589754 1.43 3.81 -0.83 0.677
N -2.077418 0.757183 -0.030684 -1.37 -0.45 1.49 -0.466
C 0.074139 -2.282109 0.480383 0.02 0.42 0.45 -0.368
C -0.720983 0.260702 -1.909472 1.05 0.24 0.56 -0.965
N -0.210460 -1.203676 1.097752 -0.71 -1.22 -0.26 -0.209
H -2.774535 1.399684 -0.383463 0.66 -0.17 -0.27 0.202
H -2.443465 0.046710 0.589261 0.13 0.22 -0.16 0.205
H 1.023764 -2.814442 0.612861 -0.16 0.08 0.05 0.286
H -0.673988 -2.684406 -0.210757 0.29 0.14 0.08 0.293
H 0.230673 0.065435 -2.382737 0.25 0.37 0.14 0.355
H -1.506405 0.560153 -2.591450 -0.55 -1.08 0.23 0.222
```
Forces are in eV/Å.

Total charge ... 0
SMILES ... C=C(N)OC.C=NC=O
E_HOMO ... -0.320 hartree
HOMO-LUMO gap ... 8.69 eV
Energy relative to the best compared isomer or geometry (same formula, charge and spin) ... 447.4 kJ/mol

***

Density functional theory data (ωB97M-V/def2-TZVPD) for an isolated molecule of C9H16N2O5S.

The geometry in XYZ format:
```
33
Properties=species:S:1:pos:R:3:forces:R:3:mulliken_charge:R:1
O 0.257407 -4.927738 -0.727363 1.37 1.97 -0.38 -0.524
O -1.795137 0.624421 -0.935952 -0.77 0.77 1.11 -0.587
O 1.134839 2.249976 -0.940602 -2.50 -1.35 0.10 -0.738
N -0.746785 -2.262949 -1.095552 2.73 -2.63 0.14 -0.703
N 2.883326 0.735345 -0.058855 -3.46 -1.33 -0.41 -0.882
O 2.394623 -4.297930 -0.851385 -0.33 2.81 -0.66 -0.470
O -3.375974 0.942001 0.662333 2.70 0.42 1.61 -0.419
C 1.059456 -4.013558 -0.931895 -2.45 -3.74 0.40 0.339
C -2.093036 0.892210 0.221234 0.86 -1.93 -0.10 0.347
C 0.502159 -2.627023 -1.355820 -2.55 2.56 1.26 0.719
C -1.810261 2.906390 2.604633 -0.76 1.24 -1.69 -1.289
C 1.458205 -1.648762 -1.948522 1.16 0.01 0.21 -0.671
C -0.798779 2.423094 1.582282 -0.42 2.42 -0.79 -0.746
C -1.003921 1.014436 1.296525 -0.38 -2.78 0.54 0.387
C 0.946667 -0.216438 -1.998120 0.90 -0.62 0.14 -1.205
C 0.318855 0.260733 0.956034 -2.34 -0.69 -0.73 -1.370
S 1.220607 0.821533 -0.532911 7.24 2.99 0.92 1.309
H -1.089045 -1.307104 -1.307177 1.00 -0.79 -0.21 0.217
H 3.267411 1.660415 -0.347155 -0.93 -0.77 -0.17 0.238
H 2.608746 -5.231991 -0.791888 -0.80 -0.36 0.16 0.357
H -3.869666 0.975343 -0.114459 -1.94 -0.08 -2.29 0.360
H -1.528301 2.495364 3.527100 0.47 -0.27 1.60 0.395
H -1.723167 4.044096 2.613667 -0.90 -1.53 0.31 0.343
H -2.811954 2.419049 2.388629 0.86 1.44 0.15 0.263
H 1.662994 -1.998054 -2.962863 0.09 0.21 -0.21 0.508
H 2.435010 -1.694987 -1.441026 -0.24 0.03 -0.03 0.381
H 0.177492 2.593080 1.937070 1.37 0.05 0.78 0.552
H -0.751098 3.012683 0.630078 -0.54 -0.37 0.66 0.409
H -1.316200 0.464410 2.278516 0.08 0.92 -1.69 0.387
H 1.502850 0.350137 -2.732240 0.32 0.30 0.03 0.403
H -0.051789 -0.240521 -2.319667 -1.39 0.55 -0.20 0.618
H 0.001912 -0.801322 0.860824 0.77 0.48 -0.28 0.454
H 0.932557 0.383663 1.834528 0.77 0.08 -0.29 0.618
```
Forces are in eV/Å.

Total charge ... 0
SMILES ... [H]/N=C(\CC[S@@](=N)(=O)C[C@@H](CC)C(=O)O)C(=O)O
E_HOMO ... -0.305 hartree
HOMO-LUMO gap ... 8.03 eV
Energy relative to the best compared isomer or geometry (same formula, charge and spin) ... 536.4 kJ/mol